Here is a single C4H10NOP molecule from OMol25. Energies are from ωB97M-V/def2-TZVPD.

Geometry as XYZ:
```
17
Properties=species:S:1:pos:R:3:mulliken_charge:R:1
H 0.358 -2.848 -0.718 0.38
H -1.098 -1.918 -0.489 0.32
O 1.893 -1.035 0.252 -0.54
H -1.710 -0.335 2.503 0.04
H 1.074 2.142 0.046 0.34
C 0.742 -0.918 -0.025 0.39
P -0.465 -0.265 3.056 -0.01
H -1.231 0.107 0.154 0.30
N 0.088 0.762 1.717 -0.58
C 0.254 1.602 -0.400 -1.42
C -0.043 -1.914 -0.938 -1.07
H 1.157 0.836 1.908 0.35
H -0.643 2.185 -0.285 0.37
H 0.575 1.345 -1.394 0.38
H 0.072 -1.740 -2.029 0.28
H -0.131 -1.511 2.451 0.02
C -0.077 0.277 0.361 0.47
```

Results
Maximum force   0.070 hartree/bohr
SMILES   CC(=O)[C@H](C)NP
E_LUMO   0.0330 hartree
ΔE to the lowest compared entry with this formula, charge and spin   44.0 kcal/mol

Here is a molecular structure, C7H14N3 from OMol25. Energies are from ωB97M-V/def2-TZVPD.

Geometry as XYZ:
```
24
Properties=species:S:1:pos:R:3:mulliken_charge:R:1
H -0.225 -1.815 -1.320 0.38
C -0.360 -0.950 1.339 -0.34
N -0.353 -1.684 2.218 -0.51
C -0.836 -0.991 -1.021 -0.54
C -0.221 -0.243 0.102 1.06
H -0.356 2.808 1.881 0.38
H 3.437 -1.227 0.899 0.24
C -2.236 -1.558 -0.492 -1.19
C -0.605 1.202 0.370 -0.50
H -0.346 1.772 -0.519 0.39
N 2.469 -1.123 0.800 -0.31
H -1.255 -0.334 -1.764 0.37
H 2.128 -1.564 1.622 0.21
H -2.155 -2.494 0.164 0.33
H -1.610 1.488 0.497 0.41
N 2.346 0.380 -0.843 -0.29
H -2.790 -1.807 -1.431 0.37
C 1.771 -0.342 0.046 0.29
H 0.044 1.160 2.353 0.37
H -2.750 -0.878 0.209 0.35
H 1.196 2.019 1.393 0.25
C 0.099 1.849 1.508 -1.24
H 3.376 0.582 -0.875 0.27
H 1.876 0.685 -1.632 0.23
```

Results
Net charge   +1
Maximum force   0.063 hartree/bohr
E_LUMO   -0.1363 hartree
ΔE to the lowest compared entry with this formula, charge and spin   72.2 kcal/mol

Here is a single C3H3NO2S molecule from OMol25. Energies are from ωB97M-V/def2-TZVPD.

Geometry as XYZ:
```
10
Properties=species:S:1:pos:R:3:mulliken_charge:R:1
C -0.272 0.774 0.001 -0.09
H -0.623 1.508 0.770 0.27
H 0.870 -2.038 0.056 0.14
N 0.471 -1.188 0.110 -0.04
O 3.164 -1.229 0.008 -0.53
S 2.807 0.180 -0.061 0.23
O -1.858 -1.128 0.014 -0.54
C -0.798 -0.632 0.142 0.30
H -0.598 1.154 -0.933 0.22
C 1.147 0.235 0.006 0.04
```

Results
Maximum force   0.137 hartree/bohr
E_LUMO   -0.0103 hartree
ΔE to the lowest compared entry with this formula, charge and spin   79.5 kcal/mol

Here is 2 unconnected molecules or ions with the total composition CHN4 from OMol25. Energies are from ωB97M-V/def2-TZVPD.

Geometry as XYZ:
```
6
Properties=species:S:1:pos:R:3:mulliken_charge:R:1
N 1.347 3.279 -1.852 -0.54
C -0.250 -0.905 0.920 0.06
N -0.506 -1.519 1.878 -0.41
N 0.190 1.282 -1.670 -0.78
H -0.085 -0.231 0.117 0.29
N 0.828 2.254 -1.701 0.38
```

Results
Net charge   -1
Maximum force   0.062 hartree/bohr
E_LUMO   0.1631 hartree
ΔE to the lowest compared entry with this formula, charge and spin   48.7 kcal/mol

Here is a molecular structure, C26H55BKNO3 from OMol25. Energies are from ωB97M-V/def2-TZVPD.

Geometry as XYZ:
```
87
Properties=species:S:1:pos:R:3:mulliken_charge:R:1
H 3.106 -4.641 -2.250 0.29
H -1.011 -6.519 0.220 0.37
H 1.320 -6.231 -1.433 0.48
H -0.652 -4.764 -1.398 0.48
H 2.052 4.116 -1.724 0.65
C 6.306 2.263 0.265 0.73
C 6.973 0.929 0.050 -0.95
C 3.053 -2.218 -1.124 0.03
H 1.570 -4.625 -3.093 0.41
C -3.209 1.681 0.357 0.22
C -5.561 0.697 0.477 -1.34
H -3.994 1.771 2.771 0.69
H -6.636 0.347 2.303 0.58
H 0.803 -1.193 2.177 0.40
H -4.244 2.730 -1.971 0.32
H 2.944 -1.135 -1.215 -0.20
H -1.775 -0.129 -2.947 0.34
H 6.709 0.242 0.847 0.25
H 1.621 1.005 0.267 -0.92
H -5.472 2.628 2.343 0.32
C -5.083 1.713 2.776 -2.08
H -1.332 1.396 -3.133 0.28
H 0.998 -2.508 -1.646 -0.37
C 0.588 3.636 -0.251 -1.03
C -0.471 0.981 0.967 -1.62
C -0.311 0.399 -1.657 0.34
H 6.736 0.500 -0.919 0.32
C -4.844 -0.761 2.481 -1.48
H -6.583 0.856 0.128 0.35
H 2.104 -5.300 -0.191 0.33
C -5.594 0.498 2.021 0.79
H -1.522 3.663 -0.701 0.08
C 1.251 -0.877 1.234 0.09
H -2.818 2.646 0.721 0.24
H 1.417 1.072 2.015 0.53
C 1.880 3.308 -1.014 -0.59
H 4.157 1.319 0.115 -0.21
H 8.049 1.070 0.101 0.34
H 0.488 4.726 -0.271 0.64
C 2.972 -2.548 0.385 -0.75
H -5.086 2.805 0.399 -0.08
C 1.969 -2.843 -2.000 -0.04
H 3.677 4.148 -0.083 0.68
C 1.028 0.624 1.095 0.82
H 0.082 -3.749 -0.202 -0.32
H -5.957 2.248 -1.714 0.51
C 2.741 -1.295 1.236 -0.48
H -5.518 -1.614 2.528 0.35
C 2.056 -4.363 -2.153 -1.13
C 3.121 3.216 -0.115 -1.12
C -0.462 -5.653 0.579 -1.54
H -5.206 -0.228 0.029 0.28
H -1.093 -5.091 1.263 0.38
H -4.733 1.033 -2.002 0.35
H 4.042 -2.453 -1.517 0.51
H 3.019 -1.494 2.270 0.59
H -0.487 -0.615 -1.284 -0.28
H -1.041 0.107 1.304 0.24
O -2.479 1.220 -0.707 -0.80
C 0.055 -4.774 -0.569 0.50
H -0.698 1.762 1.705 0.27
C -0.659 3.016 -0.898 -0.44
C -4.707 1.864 -0.019 0.89
H 0.697 3.371 0.801 0.25
H -4.419 -0.648 3.476 0.33
H 2.121 -3.201 0.561 0.14
N -0.960 0.464 -2.995 -0.84
H -5.439 1.662 3.810 0.48
C 4.119 2.152 -0.588 0.23
H -3.178 0.969 1.191 -0.37
H -0.508 3.086 -1.982 0.35
H 0.769 0.514 -1.775 -0.08
H 3.343 -0.473 0.853 -0.48
H 2.827 2.950 0.897 0.34
O 6.542 2.948 1.262 -0.58
H 3.874 -3.064 0.708 0.42
H -4.057 -1.027 1.782 0.35
K -5.179 4.478 3.120 0.97
B -0.962 1.428 -0.545 0.93
H 0.389 -5.989 1.169 0.36
O 5.460 2.686 -0.719 -0.44
C 1.429 -5.217 -1.042 -0.75
C -4.910 1.996 -1.535 -1.76
H 0.710 -1.408 0.452 -0.28
H 3.830 1.734 -1.549 0.32
H 2.081 -2.413 -2.996 0.49
H 1.767 2.391 -1.587 0.12
```

Results
Maximum force   0.052 hartree/bohr
E_LUMO   -0.0796 hartree

Here is a single C2H2N2O molecule from OMol25. Energies are from ωB97M-V/def2-TZVPD.

Geometry as XYZ:
```
7
Properties=species:S:1:pos:R:3:mulliken_charge:R:1
N -1.211 0.231 -0.052 -0.53
C -0.278 -0.610 -0.076 0.04
H -0.403 -1.672 -0.326 0.35
N 1.143 -0.394 0.416 -0.38
O 1.480 1.833 -0.263 -0.41
H -2.146 -0.092 0.197 0.27
C 1.415 0.705 0.104 0.65
```

Results
Maximum force   0.158 hartree/bohr
SMILES   [H]/N=C/N=C=O
E_LUMO   0.0207 hartree
ΔE to the lowest compared entry with this formula, charge and spin   32.9 kcal/mol